(1)
2 unconnected molecules or ions with the total composition C3H11N2O in a non-equilibrium geometry, computed with ωB97M-V/def2-TZVPD.

Properties
HOMO energy: -14.516 eV
LUMO energy: -3.02 eV
ΔE to the lowest compared entry with this formula, charge and spin: 1.504 eV
E_tot: -305.39746 hartree
orbital gap: 11.492 eV

```
! wB97M-V def2-TZVPD RIJCOSX def2/J DEFGRID3
* xyz 1 1
C 2.1638 0.3407 1.5097
N 1.3976 1.2362 0.6010
H 0.7119 0.4252 -0.0409
H 1.9976 1.7794 -0.0187
H 0.8008 1.9146 1.0300
H 1.8546 -0.6843 1.4837
H 3.2119 0.4417 1.3471
H 2.0469 0.6661 2.5825
C -0.9783 -0.6327 -1.8835
C -1.2775 -0.4528 -0.4463
O -0.6756 0.0844 0.5291
N -2.4721 -0.9700 -0.0104
H -1.1471 0.3058 -2.4551
H -1.8011 -1.1673 -2.4040
H -2.7991 -0.7700 0.9419
H -3.0282 -1.4179 -0.7077
H -0.0060 -1.0989 -2.0585
*
```



(2)
A gas-phase ion, C3H11N2O (charge +1) in a non-equilibrium geometry, computed with ωB97M-V/def2-TZVPD.

Properties
SMILES: C[C@@]([NH3+])(O)CN
HOMO energy: -14.559 eV
LUMO energy: -3.14 eV
ΔE to the lowest compared entry with this formula, charge and spin: 1.987 eV
E_tot: -305.37972 hartree
orbital gap: 11.420 eV

```
! wB97M-V def2-TZVPD RIJCOSX def2/J DEFGRID3
* xyz 1 1
C -1.2255 -1.2650 0.4783
C -0.2724 -0.0167 0.3088
N -0.7512 0.8508 -0.8411
O -0.3722 0.8612 1.3438
C 1.1691 -0.4749 -0.0140
N 1.6980 0.6492 -0.7905
H -2.0485 -0.9648 1.1506
H -0.8598 -2.1015 1.0577
H -1.6260 -1.6714 -0.4212
H -0.7914 1.8012 -0.6053
H -1.6306 0.6999 -1.3313
H 0.0651 0.8954 -1.4725
H -0.5180 0.6410 2.3180
H 1.0288 -1.3208 -0.7904
H 1.7346 -0.6182 0.9280
H 1.6973 1.4945 -0.1407
H 2.7027 0.5401 -1.1781
*
```



(3)
A molecular structure, C3H11N2S in a non-equilibrium geometry, computed with ωB97M-V/def2-TZVPD.

Properties
HOMO energy: -14.239 eV
LUMO energy: -3.11 eV
ΔE to the lowest compared entry with this formula, charge and spin: 1.163 eV
E_tot: -628.33443 hartree
orbital gap: 11.130 eV

```
! wB97M-V def2-TZVPD RIJCOSX def2/J DEFGRID3
* xyz 1 1
C -0.8039 0.9444 0.9164
C -0.6728 0.7875 -1.5030
C 0.8611 -1.0623 0.1589
N 1.8676 -0.2333 0.4303
N -0.7086 0.0620 -0.2450
S 0.2955 -2.1222 1.4366
H -0.6798 0.3667 1.8332
H -0.0166 1.6934 0.8613
H -1.7655 1.4560 0.9614
H 0.2486 1.3627 -1.5681
H -0.7363 0.0976 -2.3392
H -1.5115 1.4845 -1.5609
H 0.8889 -1.5030 -0.8341
H 2.3679 0.2321 -0.3120
H 2.0413 0.0960 1.3652
H -1.4849 -0.5977 -0.2320
H -0.1912 -3.0645 0.6311
*
```



(4)
A gas-phase ion, C3H11N2S (charge +1) in a non-equilibrium geometry, computed with ωB97M-V/def2-TZVPD.

Properties
SMILES: NC[C@H]([NH3+])CS
HOMO energy: -13.385 eV
LUMO energy: -3.57 eV
ΔE to the lowest compared entry with this formula, charge and spin: 1.729 eV
E_tot: -628.31363 hartree
orbital gap: 9.813 eV

```
! wB97M-V def2-TZVPD RIJCOSX def2/J DEFGRID3
* xyz 1 1
N 1.7910 0.1791 2.2633
C 1.3790 0.6880 0.9063
C 0.0622 0.1903 0.4053
N 0.0711 -1.2720 0.6097
C -0.2614 0.7811 -0.9757
S -1.5367 -0.2622 -1.7524
H 2.7577 -0.0369 2.4399
H 1.4417 0.8766 2.9547
H 2.2537 0.5422 0.3172
H 1.1809 1.7485 1.0145
H -0.8115 0.5572 0.9994
H 0.1993 -1.6085 1.6832
H 0.6608 -1.8707 -0.0111
H -0.8165 -1.8340 0.4651
H 0.5690 0.8744 -1.6021
H -0.5363 1.8406 -0.8087
H -2.4249 0.7999 -1.5403
*
```



(5)
2 unconnected molecules or ions with the total composition C3H11N2S, computed with ωB97M-V/def2-TZVPD.

Properties
HOMO energy: -12.305 eV
LUMO energy: -3.95 eV
ΔE to the lowest compared entry with this formula, charge and spin: 0.630 eV
E_tot: -628.35400 hartree
orbital gap: 8.359 eV

```
! wB97M-V def2-TZVPD RIJCOSX def2/J DEFGRID3
* xyz 1 1
C -0.1241 1.0197 -1.0995
C -1.0648 -0.0168 -0.5487
S -1.5717 -1.1754 -1.8595
H -0.6275 1.6178 -1.8599
H 0.7242 0.5379 -1.5906
H 0.2721 1.7066 -0.3488
H -0.6117 -0.6462 0.2304
H -1.9593 0.4788 -0.1792
H -2.6061 -1.7119 -1.1889
N 0.4364 0.7770 2.2684
C 1.7151 0.5462 2.0952
N 2.2305 -0.0496 1.0493
H -0.2307 0.8244 1.4946
H 0.1773 1.3582 3.0529
H 2.4715 0.8118 2.8240
H 3.2316 -0.1614 0.9934
H 1.6746 -0.3242 0.2545
*
```



(6)
2 unconnected molecules or ions with the total composition C3H11N2S in a non-equilibrium geometry, computed with ωB97M-V/def2-TZVPD.

Properties
HOMO energy (alpha / beta): -19.488 / -19.483 eV
LUMO energy (alpha / beta): -7.43 / -12.41 eV
ΔE to the lowest compared entry with this formula, charge and spin: 0.551 eV
E_tot: -627.90174 hartree
orbital gap (alpha / beta): 12.053 / 7.072 eV

```
! wB97M-V def2-TZVPD RIJCOSX def2/J DEFGRID3
* xyz 2 2
C -0.6855 2.8627 -0.2010
S 0.2528 1.3542 0.0696
C 0.0389 0.9641 1.8168
H -0.1098 3.7048 0.1886
H -0.9627 2.9708 -1.2503
H -1.6561 2.7588 0.2946
H -0.8691 0.3647 1.9251
H 0.0874 1.8327 2.4710
H 0.8927 0.3161 2.0294
N 0.6735 -1.2782 -1.5995
C 0.4414 -2.5073 -1.2137
N -0.1603 -2.8048 -0.0856
H 0.4709 -0.3719 -1.1448
H 1.3633 -1.0770 -2.3151
H 0.8031 -3.3390 -1.8072
H 0.0114 -3.6858 0.3776
H -0.5917 -2.0649 0.4444
*
```



(7)
A molecular structure, C3H11N2S2 in a non-equilibrium geometry, computed with ωB97M-V/def2-TZVPD.

Properties
HOMO energy: -12.905 eV
LUMO energy: -3.93 eV
ΔE to the lowest compared entry with this formula, charge and spin: 2.701 eV
E_tot: -1026.47080 hartree
orbital gap: 8.980 eV

```
! wB97M-V def2-TZVPD RIJCOSX def2/J DEFGRID3
* xyz 1 1
C 1.8243 -1.6465 0.1022
C 1.5559 -0.7813 1.3905
C -1.8673 0.7824 -0.5385
N -0.8132 1.3315 -0.9602
N -3.2621 0.7525 -1.8268
S 1.5510 0.9704 1.0088
S -2.4861 0.2033 0.7993
H 2.1151 -0.9856 -0.7601
H 2.7027 -2.2563 0.3709
H 1.0213 -2.3459 -0.2704
H 2.4099 -0.7733 2.0192
H 0.5828 -0.8857 1.8282
H 0.1330 1.0681 -0.4643
H -0.9536 2.1465 -1.5852
H -3.4048 -0.2404 -1.7093
H -4.2175 1.2532 -1.6087
H -2.8926 1.0765 -2.7393
H 2.7918 0.9757 0.4793
*
```



(8)
2 unconnected molecules or ions with the total composition C3H11N3 in a non-equilibrium geometry, computed with ωB97M-V/def2-TZVPD.

Properties
SMILES: [H]/N=C/N.CCN
HOMO energy: -8.873 eV
LUMO energy: 1.08 eV
ΔE to the lowest compared entry with this formula, charge and spin: 1.246 eV
E_tot: -285.13205 hartree
orbital gap: 9.951 eV

```
! wB97M-V def2-TZVPD RIJCOSX def2/J DEFGRID3
* xyz 0 1
H -1.6821 -2.8899 0.4705
N -1.1181 -2.3978 -0.2163
C 0.1053 -2.4387 0.1356
N 1.0611 -2.2613 -0.8532
H 0.5080 -2.9631 1.0268
H 1.9762 -2.6579 -0.8491
H 0.5876 -2.1099 -1.7297
C -0.5577 2.3446 1.4571
C -0.4825 2.0173 -0.0186
N 0.9039 2.2547 -0.4806
H 0.1164 1.6285 1.9447
H -1.5207 2.1432 1.9187
H -0.3329 3.4234 1.5111
H -1.1088 2.6190 -0.6817
H -0.7113 0.9867 -0.2801
H 1.1258 3.2396 -0.4849
H 1.0211 1.8404 -1.3941
*
```



(9)
2 unconnected molecules or ions with the total composition C3H11N3 in a non-equilibrium geometry, computed with ωB97M-V/def2-TZVPD.

Properties
SMILES: [H]/N=C/N.CNC
HOMO energy: -8.780 eV
LUMO energy: 0.80 eV
ΔE to the lowest compared entry with this formula, charge and spin: 2.418 eV
E_tot: -285.08898 hartree
orbital gap: 9.578 eV

```
! wB97M-V def2-TZVPD RIJCOSX def2/J DEFGRID3
* xyz 0 1
H 1.7017 -1.1895 2.4470
N 2.6477 -1.1749 1.9650
C 2.5068 -0.5222 0.8106
N 3.1978 -0.8444 -0.3113
H 1.6753 0.2785 0.6203
H 2.8139 -0.5972 -1.2381
H 3.9022 -1.4687 -0.2038
C -1.1302 0.1283 -1.3432
N -2.0122 1.0966 -0.7545
C -2.4452 0.9051 0.6201
H -1.0725 -0.8467 -0.7568
H -1.2639 -0.0217 -2.3803
H -0.1238 0.4560 -1.3438
H -2.8004 1.1629 -1.4105
H -1.9517 1.5229 1.4446
H -2.1666 -0.1458 1.0169
H -3.4790 1.2607 0.8176
*
```



(10)
2 unconnected molecules or ions with the total composition C3H11N3, computed with ωB97M-V/def2-TZVPD.

Properties
SMILES: NCCN.C=N
HOMO energy: -9.261 eV
LUMO energy: 1.12 eV
ΔE to the lowest compared entry with this formula, charge and spin: 1.544 eV
E_tot: -285.12108 hartree
orbital gap: 10.386 eV

```
! wB97M-V def2-TZVPD RIJCOSX def2/J DEFGRID3
* xyz 0 1
N -1.8588 2.8419 0.8566
C -1.2108 1.7988 0.0412
C 0.0726 1.3745 0.7173
N 0.6980 0.2698 -0.0384
H -2.4641 2.4393 1.5655
H -2.4583 3.3966 0.2612
H -1.0462 2.1522 -0.9760
H -1.8603 0.9260 -0.1343
H 0.7373 2.2364 0.6859
H -0.1386 1.1210 1.7604
H 1.6625 0.1852 0.2626
H 0.3103 -0.6105 0.2841
C 1.4691 -3.7820 -1.1258
N 1.0604 -2.7613 -0.5051
H 2.0924 -4.4954 -0.5950
H 1.2183 -3.9716 -2.1718
H 0.3870 -2.2353 -1.0428
*
```



(11)
C3H11N3 in the gas phase in a non-equilibrium geometry, computed with ωB97M-V/def2-TZVPD.

Properties
SMILES: CCNN(C)N
HOMO energy: -8.728 eV
LUMO energy: 1.14 eV
ΔE to the lowest compared entry with this formula, charge and spin: 2.364 eV
E_tot: -285.09093 hartree
orbital gap: 9.872 eV

```
! wB97M-V def2-TZVPD RIJCOSX def2/J DEFGRID3
* xyz 0 1
C -2.3686 0.3873 -0.5661
C -0.8544 0.2850 -0.6287
N -0.2715 0.4758 0.7006
N 0.9585 -0.1286 0.9341
C 2.0371 0.5532 0.2480
N 0.9021 -1.5975 0.5925
H -2.6630 1.3075 -0.0716
H -2.7888 0.3877 -1.5712
H -2.7877 -0.4527 -0.0187
H -0.4418 1.0485 -1.2948
H -0.5604 -0.7274 -0.9882
H -0.9099 0.1111 1.4062
H 1.9440 1.6176 0.4493
H 2.9822 0.1977 0.6575
H 2.0332 0.3905 -0.8402
H 1.3289 -1.7968 -0.3183
H 1.4601 -2.0589 1.3094
*
```



(12)
2 unconnected molecules or ions with the total composition C3H11N3 in a non-equilibrium geometry, computed with ωB97M-V/def2-TZVPD.

Properties
SMILES: C=NC.NCN
HOMO energy: -8.905 eV
LUMO energy: 1.08 eV
ΔE to the lowest compared entry with this formula, charge and spin: 1.750 eV
E_tot: -285.11350 hartree
orbital gap: 9.981 eV

```
! wB97M-V def2-TZVPD RIJCOSX def2/J DEFGRID3
* xyz 0 1
C -2.4632 -0.6918 -0.3678
N -2.0905 0.3143 -1.0215
C -1.6828 1.5319 -0.3311
H -2.9876 -1.4737 -0.9154
H -2.2791 -0.8612 0.7007
H -2.0497 2.3868 -0.8871
H -0.6043 1.5155 -0.1565
H -2.1149 1.5315 0.6784
N 1.5034 0.4117 -0.5193
C 1.2779 -0.5117 0.5766
N 2.3454 -1.4480 0.9069
H 2.1392 1.1805 -0.3618
H 1.7254 0.0259 -1.4271
H 1.2042 0.1297 1.4518
H 0.3459 -1.0302 0.3745
H 2.5476 -2.0623 0.1274
H 3.1832 -0.9489 1.1712
*
```